ORCA calculation (ωB97M-V/def2-TZVPD) on 2 unconnected molecules or ions with the total composition C2H7N3O.

The molar mass comes out at 89.1 g/mol. The LUMO energy is 0.8 eV. The calculated total energy is -8701.329 eV. For the HOMO energy, the calculation gives -7.835 eV. For the energy above the lowest of the compared OMol25 structures with the same formula, charge and spin, the calculation gives 4.948 eV. The HOMO-LUMO gap comes out at 8.675 eV.

Geometry (Å):
H -1.5423 0.7645 0.7605
H -2.0459 -1.2665 -1.1387
H 2.3387 -0.2901 -0.8182
N -1.4519 -0.0698 0.2207
C -2.3947 -0.4665 -0.5127
H 2.2563 0.2730 1.3754
H 0.5580 0.4324 -0.9985
N 1.7233 0.9266 0.6527
O 1.0442 -1.2630 0.2053
C 1.3939 -0.0451 -0.4112
H 0.1346 -1.2328 0.5394
N 1.2812 2.0340 0.7230
H -3.2953 0.2034 -0.5977

For reference, the Löwdin charges in units of e are: atom 1 (H): 0.052, atom 2 (H): 0.068, atom 3 (H): 0.104, atom 4 (N): 0.009, atom 5 (C): -0.074, atom 6 (H): 0.170, atom 7 (H): 0.115, atom 8 (N): -0.254, atom 9 (O): -0.093, atom 10 (C): -0.280, atom 11 (H): 0.041, atom 12 (N): 0.049, atom 13 (H): 0.092



ORCA calculation (ωB97M-V/def2-TZVPD) on a molecular structure, C17H24Cl5N8OsSe.

The molar mass comes out at 786.9 g/mol. The LUMO energy (spin up / spin down) is -3.3 / -3.3 eV. The charge is +1. The calculated total energy is -160361.012 eV. For the HOMO energy (spin up / spin down), the calculation gives -9.682 / -9.680 eV. The HOMO-LUMO gap (spin up / spin down) comes out at 6.412 / 6.408 eV.

Geometry (Å):
C 0.9363 -1.6690 -2.5029
H -5.1140 -1.2075 -2.1061
C -0.6890 1.5391 1.6128
H -2.2886 2.0524 4.0138
H -4.0033 -2.0154 -0.9955
C 0.2862 -2.9945 -2.8392
H -0.8374 -2.2133 -4.5058
C 3.0343 0.7211 0.4425
H -3.6510 0.7716 -2.1947
H -1.3303 3.5223 4.1616
N -0.3355 1.6204 0.3550
N -1.8296 -1.8547 -2.6810
H -0.5146 1.9726 4.2475
C -1.2527 -0.9302 -1.8723
N -0.3027 -1.8708 2.7436
N -2.0712 -0.1398 -1.1385
C -1.0170 -2.7035 -3.5423
H 1.2536 -1.1574 -3.4189
H -0.1982 4.3284 1.5339
H -3.4264 -1.1958 -3.8836
H -1.5959 0.6092 -0.6523
H 1.2180 -1.8027 0.8226
Cl 1.9710 1.8842 2.6513
N 0.8066 -0.8842 0.9405
H -0.2821 2.5859 0.0344
N -1.1154 2.5930 2.3216
H -1.7756 4.5630 2.3204
Cl 7.1156 0.3896 2.4586
C 5.4158 0.1233 0.3763
C 4.1589 0.2345 -0.2101
C -1.1942 3.9048 1.6827
C -0.0270 -0.8368 1.9127
C 4.4950 1.0515 2.3903
H 1.8365 -1.8310 -1.9135
N -0.7309 0.3165 2.2450
H -3.9606 0.4025 -0.4983
Cl 6.7484 -0.4982 -0.5075
Cl 4.7039 1.5872 4.0100
H 0.1454 -2.7577 2.5979
C -1.3290 2.5132 3.7627
C 3.2588 1.1367 1.7508
N 0.0524 -0.7811 -1.7391
C 5.5858 0.5254 1.6991
Se 1.5891 2.4086 -1.9911
H 0.9462 -3.5829 -3.4756
H -1.7125 3.8402 0.7263
Os 1.1954 0.6497 -0.6411
C -4.0668 -1.3077 -1.8245
H 0.0916 -3.5702 -1.9310
H -1.5855 -3.6131 -3.7380
H -1.0657 -1.8413 3.3951
C -3.2564 -1.8193 -2.9981
Cl 3.9754 -0.2521 -1.8648
H -1.2219 0.2928 3.1220
C -3.4898 0.0274 -1.4071
H -3.5495 -2.8368 -3.2579

For reference, the Löwdin charges in units of e are: atom 1 (C): -0.252, atom 2 (H): 0.123, atom 3 (C): -0.492, atom 4 (H): 0.101, atom 5 (H): 0.123, atom 6 (C): -0.151, atom 7 (H): 0.138, atom 8 (C): -0.392, atom 9 (H): 0.128, atom 10 (H): 0.100, atom 11 (N): -0.090, atom 12 (N): -0.033, atom 13 (H): 0.083, atom 14 (C): -0.345, atom 15 (N): 0.181, atom 16 (N): 0.079, atom 17 (C): -0.143, atom 18 (H): 0.120, atom 19 (H): 0.108, atom 20 (H): 0.137, atom 21 (H): 0.068, atom 22 (H): 0.096, atom 23 (Cl): 0.759, atom 24 (N): 0.025, atom 25 (H): -0.002, atom 26 (N): -0.143, atom 27 (H): 0.098, atom 28 (Cl): 0.712, atom 29 (C): -0.705, atom 30 (C): -0.698, atom 31 (C): -0.012, atom 32 (C): -0.470, atom 33 (C): -0.706, atom 34 (H): 0.055, atom 35 (N): 0.149, atom 36 (H): 0.121, atom 37 (Cl): 0.711, atom 38 (Cl): 0.696, atom 39 (H): 0.119, atom 40 (C): -0.032, atom 41 (C): -0.662, atom 42 (N): -0.121, atom 43 (C): -0.707, atom 44 (Se): 0.158, atom 45 (H): 0.126, atom 46 (H): 0.100, atom 47 (Os): 0.898, atom 48 (C): -0.154, atom 49 (H): 0.123, atom 50 (H): 0.126, atom 51 (H): 0.113, atom 52 (C): -0.139, atom 53 (Cl): 0.693, atom 54 (H): 0.128, atom 55 (C): -0.170, atom 56 (H): 0.125



ORCA calculation (ωB97M-V/def2-TZVPD) on 3 unconnected molecules or ions with the total composition C28H37BF16N2O7S.

The molar mass comes out at 860.5 g/mol. Its SMILES is CCCCCc1c(COCCOCCOCC)cc(B(O)O)c2nsnc12.FC(F)C(F)(F)COC(F)(F)C(F)F.FC(F)C(F)(F)COC(F)(F)C(F)F. The LUMO energy is -1.7 eV. The calculated total energy is -101925.720 eV. For the HOMO energy, the calculation gives -8.414 eV. The HOMO-LUMO gap comes out at 6.731 eV.

Geometry (Å):
C 4.3400 1.1331 8.7813
H 6.5912 -2.1551 0.9817
H -0.1842 -2.5281 2.4771
O -3.6277 -1.7051 3.0144
H 5.3154 3.4907 6.5205
N -1.8924 4.4353 0.0467
H 6.8679 -1.0484 -0.5782
F 3.0448 3.0183 8.1143
C -2.1020 2.0200 -1.4974
H 5.6482 1.7902 6.5052
C 0.9163 1.2135 -0.3753
F 1.5884 -0.3631 5.1268
H -4.7944 3.0817 -0.7230
H 5.2021 0.6860 0.1392
F -2.6442 -1.4722 -7.0185
H -1.8945 -2.0863 -1.7592
C 1.9466 0.8976 5.4846
H -3.8581 -0.9369 0.9354
F -4.4060 1.1389 -10.0759
C -4.4708 -1.4083 1.8452
O 3.8541 2.4508 5.6268
H 1.3409 1.6048 4.9123
H 7.5404 -0.5312 1.1039
F -3.9025 -1.6728 -5.2644
H -1.8888 -0.0879 -2.7238
F -1.9643 1.1824 -6.1395
F -1.4525 -0.3904 -4.7233
F -3.6358 1.9604 -8.2143
C 0.1215 2.6181 0.0565
H -1.0483 -3.9342 0.2668
C -0.8854 -2.7136 -1.6513
O -1.2879 -1.8442 0.6644
H 4.0504 -2.0162 1.7135
C -3.6813 0.8215 -8.9573
C 4.8387 2.5123 6.6618
C -2.5542 -2.6621 2.7032
H 2.7273 2.0115 0.7692
H -4.4456 0.5005 -2.6574
N 0.7000 3.7013 0.9867
O 0.2150 -2.2323 -2.4875
C 2.5261 -0.2177 1.3632
C -0.5511 -2.9019 -0.0614
S -0.5475 4.9421 1.0452
C -1.3781 3.0871 -0.4713
H -1.1215 -0.8865 2.5649
C -5.4538 -2.6520 1.3805
C 5.2582 -0.1864 0.9204
F 4.2243 0.2247 5.8782
H 5.3615 0.7474 8.8428
H 5.3727 0.3050 1.9846
H -5.5282 -0.1074 -8.4641
B -3.6177 2.2628 -2.1240
H -6.0136 -3.1816 2.2613
H -6.2728 -2.3045 0.5899
H 2.6462 0.1787 2.4739
C 3.4431 1.1362 5.2536
H -1.1696 -3.7980 -2.0626
H -2.2620 -3.1777 3.7396
C 0.9953 -1.1568 -1.8698
H 1.7743 -0.7978 -2.7015
F 3.5708 0.2210 8.1445
C -3.3575 -0.7603 -6.1154
H -4.2413 -1.2662 -8.5279
H -3.0866 0.7420 -4.5581
C 3.8835 -1.1152 0.9787
H -5.2081 -0.5335 2.1865
C -2.2880 0.3925 -9.3982
C 0.1561 0.1789 -1.4365
F 1.6199 1.0340 6.7966
H 3.7063 -1.4977 -0.1362
H 0.5842 -2.9800 0.2102
O -4.4619 -0.1348 -6.7677
F 3.7259 1.0260 3.9262
O -4.0949 1.2952 -3.1751
C 4.3005 2.4947 8.1000
H -4.8050 -3.4692 0.8180
H 3.1682 0.8643 -0.6607
H 1.6874 -1.5138 -0.9648
C -2.4980 0.2336 -5.3260
C -1.3255 0.6363 -1.9622
O -4.4911 3.3637 -1.6507
F -1.6694 1.3973 -10.0748
F -1.4887 0.0963 -8.3482
H 1.6079 -0.9392 1.2208
H -2.8878 -3.5560 2.0015
C -1.1729 -1.9943 2.1231
F 5.0704 3.3616 8.8300
C 2.4117 0.9839 0.2547
H -2.3295 -0.4756 -10.0621
C 6.6174 -1.0510 0.5826
F 3.8564 1.2183 10.0498
C -4.4742 -0.2488 -8.1929

For reference, the Löwdin charges in units of e are: atom 1 (C): -0.293, atom 2 (H): 0.075, atom 3 (H): 0.135, atom 4 (O): -0.210, atom 5 (H): 0.152, atom 6 (N): -0.268, atom 7 (H): 0.081, atom 8 (F): 0.127, atom 9 (C): 0.013, atom 10 (H): 0.146, atom 11 (C): -0.011, atom 12 (F): 0.089, atom 13 (H): 0.126, atom 14 (H): 0.102, atom 15 (F): 0.120, atom 16 (H): 0.133, atom 17 (C): -0.263, atom 18 (H): 0.128, atom 19 (F): 0.100, atom 20 (C): -0.247, atom 21 (O): 0.035, atom 22 (H): 0.179, atom 23 (H): 0.074, atom 24 (F): 0.133, atom 25 (H): 0.095, atom 26 (F): 0.094, atom 27 (F): 0.071, atom 28 (F): 0.128, atom 29 (C): -0.157, atom 30 (H): 0.137, atom 31 (C): -0.160, atom 32 (O): -0.245, atom 33 (H): 0.116, atom 34 (C): -0.431, atom 35 (C): -0.054, atom 36 (C): -0.178, atom 37 (H): 0.118, atom 38 (H): 0.136, atom 39 (N): -0.295, atom 40 (O): -0.187, atom 41 (C): -0.175, atom 42 (C): -0.166, atom 43 (S): 0.855, atom 44 (C): -0.194, atom 45 (H): 0.149, atom 46 (C): -0.116, atom 47 (C): -0.259, atom 48 (F): 0.125, atom 49 (H): 0.175, atom 50 (H): 0.101, atom 51 (H): 0.151, atom 52 (B): -0.404, atom 53 (H): 0.086, atom 54 (H): 0.086, atom 55 (H): 0.097, atom 56 (C): -0.470, atom 57 (H): 0.144, atom 58 (H): 0.142, atom 59 (C): -0.166, atom 60 (H): 0.157, atom 61 (F): 0.085, atom 62 (C): -0.467, atom 63 (H): 0.145, atom 64 (H): 0.118, atom 65 (C): -0.204, atom 66 (H): 0.130, atom 67 (C): -0.293, atom 68 (C): -0.026, atom 69 (F): 0.092, atom 70 (H): 0.106, atom 71 (H): 0.128, atom 72 (O): 0.036, atom 73 (F): 0.103, atom 74 (O): -0.016, atom 75 (C): -0.431, atom 76 (H): 0.069, atom 77 (H): 0.122, atom 78 (H): 0.104, atom 79 (C): -0.273, atom 80 (C): 0.076, atom 81 (O): 0.032, atom 82 (F): 0.090, atom 83 (F): 0.086, atom 84 (H): 0.090, atom 85 (H): 0.126, atom 86 (C): -0.171, atom 87 (F): 0.103, atom 88 (C): -0.179, atom 89 (H): 0.174, atom 90 (C): -0.153, atom 91 (F): 0.092, atom 92 (C): -0.056



Q: Among the records above, which one has the lowest molar mass?
A: C2H7N3O